{"formula": "H64O32", "method": "the ωB97M-V functional and the def2-TZVPD basis", "elements": ["O", "H", "H", "O", "H", "H", "O", "H", "H", "O", "H", "H", "O", "H", "H", "O", "H", "H", "O", "H", "H", "O", "H", "H", "O", "H", "H", "O", "H", "H", "O", "H", "H", "O", "H", "H", "O", "H", "H", "O", "H", "H", "O", "H", "H", "O", "H", "H", "O", "H", "H", "O", "H", "H", "O", "H", "H", "O", "H", "H", "O", "H", "H", "O", "H", "H", "O", "H", "H", "O", "H", "H", "O", "H", "H", "O", "H", "H", "O", "H", "H", "O", "H", "H", "O", "H", "H", "O", "H", "H", "O", "H", "H", "O", "H", "H"], "positions_angstrom": [[2.12329, -3.06133, -5.01212], [2.88763, -2.60746, -4.65714], [1.45793, -2.98153, -4.32862], [-1.42666, -3.62459, 1.98497], [-0.69809, -3.64032, 1.36435], [-1.00854, -3.62719, 2.84602], [3.28210, -0.76555, -0.02130], [3.08064, 0.06431, -0.45371], [3.94728, -0.54172, 0.62960], [0.40566, 2.49171, -4.78219], [0.67689, 1.68536, -5.22091], [1.01683, 3.15574, -5.10121], [-1.73634, 2.14211, 4.95987], [-1.03587, 2.25017, 5.60322], [-1.31749, 1.70091, 4.22086], [1.84551, 1.09600, 4.63398], [1.94556, 1.78149, 3.97343], [1.46193, 1.54360, 5.38814], [-0.32206, -3.37690, -2.79160], [0.38525, -3.24382, -2.16054], [-0.80260, -2.54906, -2.79159], [4.00108, -1.53140, -3.74346], [4.92326, -1.60473, -3.49763], [3.72719, -0.68212, -3.39714], [-4.25176, 0.34395, -2.53619], [-5.13121, 0.70636, -2.64322], [-4.39294, -0.59353, -2.40414], [-2.38490, -1.03564, 1.51808], [-1.78835, -1.77128, 1.65665], [-2.41285, -0.58687, 2.36310], [3.31257, -2.51885, 3.25888], [3.01818, -2.05521, 4.04285], [3.97622, -1.94521, 2.87582], [3.66429, 2.91226, 3.03786], [3.38397, 2.78252, 2.13187], [3.63947, 3.86089, 3.16324], [-0.05639, -0.51765, -3.21245], [0.36470, -0.19110, -4.00761], [-0.99220, -0.38702, -3.36549], [-4.86395, -2.25570, 1.76262], [-3.95902, -2.22723, 2.07328], [-4.92088, -1.54509, 1.12387], [2.05234, 1.49234, -2.03367], [1.40791, 1.05777, -1.47502], [1.57022, 1.71053, -2.83128], [1.82971, -4.11211, 1.45145], [2.52941, -3.50260, 1.68628], [1.83478, -4.76464, 2.15175], [-1.16022, 3.99630, -3.21794], [-0.84274, 3.29557, -3.78751], [-1.62318, 3.54214, -2.51393], [-3.08238, 2.93468, 1.77129], [-3.67308, 3.10204, 2.50566], [-2.22115, 2.82870, 2.17538], [0.87358, 4.44219, 1.90429], [1.63999, 4.90721, 2.23984], [0.82993, 4.68710, 0.97999], [1.50181, -2.73739, -0.94159], [2.14120, -2.04169, -0.78865], [1.56139, -3.29317, -0.16455], [-2.31999, 0.07176, -4.39372], [-2.65236, 0.47980, -5.19326], [-3.02820, 0.17682, -3.75839], [-2.15279, -0.78295, 4.40187], [-2.51205, -0.05297, 4.90615], [-1.97042, -1.45884, 5.05466], [3.35006, 2.89945, 0.13679], [3.10679, 3.82252, 0.20745], [3.05164, 2.63863, -0.73450], [1.81801, -1.63275, 5.22631], [2.23682, -1.71678, 6.08291], [1.78832, -0.68968, 5.06517], [-0.21893, 2.06682, 2.29553], [-0.04467, 2.99104, 2.47349], [0.53192, 1.77640, 1.77774], [0.49245, 0.16482, -0.42214], [0.35962, -0.45414, 0.29583], [-0.01182, -0.19961, -1.14955], [-4.18738, -2.32175, -2.93818], [-4.86663, -2.28817, -3.61177], [-3.40255, -2.61187, -3.40304], [-2.12659, 3.09154, -0.87353], [-1.56033, 2.32995, -0.74877], [-2.55645, 3.21226, -0.02684], [-3.58353, -3.92452, -0.11192], [-3.38728, -3.13584, -0.61760], [-3.19563, -3.76110, 0.74777], [0.17784, -3.46181, 4.01698], [0.98612, -2.94908, 4.01047], [-0.25990, -3.20944, 4.82995], [0.02272, 5.10909, -0.77190], [0.44246, 5.44427, -1.56417], [-0.50512, 4.37004, -1.07426], [1.09486, -0.08834, -5.61608], [1.00318, 0.12714, -6.54419], [1.88508, -0.62668, -5.57161]], "e_tot_ha": -2446.12045, "homo_energy_ev": -9.1, "orbital_gap_ev": 8.61, "e_above_lowest_ev": 3.754}


{"formula": "C6H14", "method": "the ωB97M-V functional and the def2-TZVPD basis", "elements": ["C", "C", "C", "C", "C", "C", "H", "H", "H", "H", "H", "H", "H", "H", "H", "H", "H", "H", "H", "H"], "positions_angstrom": [[0.26931, 2.01343, 1.22262], [0.26021, 0.46599, 1.39671], [-0.16410, -0.23676, 0.10310], [-0.89285, -1.41842, 0.38509], [0.39522, 0.11657, -1.11252], [-0.56322, 0.14817, -2.32966], [-0.71756, 2.46266, 1.33067], [0.57640, 2.19091, 0.19734], [0.95048, 2.45976, 1.94516], [1.21618, 0.23807, 1.85839], [-0.52164, 0.28698, 2.13894], [-1.56830, -0.44848, 0.05026], [-1.28440, -2.17261, -0.27745], [-1.09058, -1.63616, 1.42749], [2.07199, -2.77559, 0.53970], [1.85810, -2.12873, 0.25004], [1.41558, -0.18752, -1.32976], [-0.15733, 0.82970, -3.07441], [-1.43405, 0.61492, -1.89535], [-0.61946, -0.82290, -2.82636]], "e_tot_ha": -236.77870, "homo_energy_ev": -6.5, "orbital_gap_ev": 7.27, "e_above_lowest_ev": 6.332}


{"formula": "C43H77B2N5O19PS", "method": "the ωB97M-V functional and the def2-TZVPD basis", "elements": ["C", "C", "N", "N", "P", "S", "C", "N", "C", "C", "O", "O", "C", "C", "C", "O", "C", "C", "C", "C", "C", "C", "O", "C", "N", "C", "C", "B", "O", "O", "N", "B", "O", "C", "C", "H", "H", "H", "H", "H", "H", "H", "H", "H", "H", "H", "H", "H", "H", "H", "H", "H", "H", "H", "H", "H", "H", "H", "H", "H", "H", "H", "H", "H", "O", "C", "O", "C", "C", "C", "H", "H", "H", "H", "H", "H", "H", "H", "O", "C", "O", "C", "C", "C", "H", "H", "H", "H", "H", "H", "H", "H", "O", "C", "O", "C", "C", "C", "H", "H", "H", "H", "H", "H", "H", "H", "O", "C", "O", "C", "C", "C", "H", "H", "H", "H", "H", "H", "H", "H", "O", "C", "O", "C", "C", "C", "H", "H", "H", "H", "H", "H", "H", "H", "O", "C", "O", "C", "C", "C", "H", "H", "H", "H", "H", "H", "H", "H"], "positions_angstrom": [[-4.55330, -2.70896, 2.45556], [-3.11436, -2.76751, 1.90314], [-2.23568, -1.81160, 2.61575], [-1.67131, -0.83405, 1.76906], [-2.83620, 0.22093, 0.90537], [-2.45170, 0.42205, -0.97962], [-0.37643, -0.76400, 1.65515], [0.65542, -1.51857, 2.19182], [0.56183, -2.39086, 3.35286], [-0.10796, -3.75387, 3.21092], [-0.46414, -4.31947, 4.21833], [-0.32678, -4.32460, 2.00665], [1.41398, -1.87750, 0.98468], [2.71725, -2.63910, 1.08844], [2.68299, -4.14218, 1.47196], [2.83225, -4.41622, 2.64696], [2.58153, -5.27309, 0.48813], [3.42939, -5.20628, -0.61283], [3.45322, -6.13121, -1.62246], [2.53017, -7.22133, -1.51940], [1.70968, -7.26566, -0.42218], [1.71099, -6.32133, 0.58398], [0.34762, -2.33659, 0.07757], [0.72912, -3.07806, -0.92026], [1.06032, -3.62823, -1.89418], [1.61713, -0.40624, 0.49725], [2.00208, -0.19430, -0.98475], [2.75767, 0.45548, 1.28281], [3.51852, 1.37447, 0.64727], [3.03726, 0.25463, 2.63908], [0.25765, 0.17557, 0.84175], [0.23679, 1.56184, 1.35537], [0.10667, 1.79373, 2.71147], [0.28940, 2.82969, 0.41174], [1.37897, 3.85410, 0.80689], [-4.61326, -2.23390, 3.44564], [-4.94949, -3.72037, 2.60221], [-5.22682, -2.16036, 1.78854], [-3.05495, -2.66315, 0.81393], [-2.73255, -3.76777, 2.13903], [-2.70192, -1.37404, 3.40265], [-2.79199, 1.49805, 1.51373], [-4.11297, -0.37623, 1.02637], [1.56838, -2.57210, 3.75239], [0.01832, -1.87146, 4.14654], [-0.90604, -5.07804, 2.20091], [3.42782, -2.17835, 1.78376], [3.20030, -2.57478, 0.09906], [4.11413, -4.35874, -0.69309], [4.15099, -5.97058, -2.43754], [2.51117, -7.95195, -2.32143], [0.99674, -8.08795, -0.37522], [1.04428, -6.38910, 1.43691], [1.95878, 0.86304, -1.25934], [3.02649, -0.56616, -1.11473], [1.32848, -0.69969, -1.69155], [3.91733, 1.97464, 1.29051], [2.22440, 0.33222, 3.15696], [-0.33236, 2.64331, 2.86058], [-0.71202, 3.29114, 0.42793], [0.44508, 2.45530, -0.60936], [2.30087, 3.72911, 0.22945], [1.56724, 3.90294, 1.88655], [0.99392, 4.84300, 0.52393], [-1.30667, 5.45250, 1.89865], [-1.96134, 5.82319, 0.95360], [-1.46598, 5.59155, -0.26566], [-2.17114, 5.77022, -1.50170], [-2.02768, 7.18449, -2.01944], [-3.24275, 6.59563, 1.11387], [-3.21508, 5.46567, -1.41049], [-1.70871, 5.07936, -2.20630], [-2.47349, 7.90913, -1.33593], [-2.50862, 7.28499, -2.99217], [-0.97336, 7.44447, -2.11969], [-3.01565, 7.65760, 1.19288], [-3.72632, 6.27117, 2.02636], [-3.95505, 6.42864, 0.30814], [-0.27863, 4.08778, -4.05290], [0.75078, 4.66904, -4.26381], [0.73707, 5.99987, -4.46118], [1.91802, 6.80697, -4.50482], [2.50668, 6.85371, -5.89915], [2.04343, 3.90642, -4.40349], [2.64310, 6.47857, -3.75863], [1.60387, 7.80786, -4.21012], [2.82556, 5.86562, -6.23210], [3.36737, 7.52250, -5.92901], [1.76157, 7.20733, -6.61235], [2.16262, 3.57893, -5.43589], [1.98798, 3.03392, -3.75725], [2.92231, 4.46547, -4.09060], [5.10668, -8.69344, -2.75297], [5.74633, -9.51415, -2.15307], [5.16846, -10.67577, -1.80674], [5.88731, -11.79837, -1.28469], [6.03795, -11.70960, 0.21968], [7.15443, -9.22936, -1.69027], [6.84554, -11.91853, -1.79201], [5.29245, -12.67459, -1.53868], [6.62257, -10.83716, 0.51324], [6.53040, -12.60144, 0.60811], [5.06006, -11.61363, 0.69238], [7.11812, -8.73681, -0.71914], [7.62030, -8.56065, -2.41066], [7.78501, -10.11347, -1.63202], [3.99215, 1.52794, -3.19518], [3.99664, 0.42009, -3.65885], [2.91024, -0.35943, -3.50327], [2.71474, -1.60614, -4.18209], [3.33879, -2.75675, -3.41985], [5.22478, -0.15445, -4.32130], [3.06825, -1.54886, -5.21243], [1.63614, -1.74920, -4.23391], [4.42099, -2.64392, -3.33974], [3.12631, -3.70422, -3.91519], [2.94324, -2.79585, -2.40334], [5.85972, -0.61053, -3.56269], [5.76773, 0.66001, -4.79549], [5.00436, -0.87902, -5.10186], [-6.93200, -0.31471, 1.87788], [-7.83530, -0.52083, 1.10772], [-7.55061, -0.88654, -0.14962], [-8.52988, -1.36017, -1.08592], [-9.18412, -0.21563, -1.82999], [-9.27111, -0.28014, 1.49780], [-9.25749, -2.00734, -0.59476], [-7.98591, -1.98737, -1.79058], [-9.73270, 0.44081, -1.15394], [-9.87755, -0.59489, -2.58054], [-8.42845, 0.39434, -2.32564], [-9.52193, 0.76306, 1.30971], [-9.37384, -0.48356, 2.56138], [-9.97883, -0.92775, 0.98618], [-4.58118, 7.42645, 3.57160], [-4.07662, 7.71945, 4.62256], [-3.62801, 8.96910, 4.81113], [-3.20826, 9.48275, 6.07997], [-1.74726, 9.18335, 6.34345], [-3.84425, 6.68665, 5.69809], [-3.85719, 9.12422, 6.88028], [-3.35363, 10.56060, 6.02538], [-1.56108, 8.11011, 6.39631], [-1.42755, 9.63571, 7.28255], [-1.12937, 9.57601, 5.53554], [-2.88629, 6.19815, 5.52136], [-4.63861, 5.94596, 5.63530], [-3.87254, 7.08975, 6.70774]], "e_tot_ha": -4177.16648, "homo_energy_ev": -11.1, "orbital_gap_ev": 8.49, "total_charge": 1}